i) C3H4FNS | ωB97M-V/def2-TZVPD

## Properties
- SMILES = F/C=C/C=N/S

Positions of all 10 atoms, in Å:
C  0.4050  0.0395  0.1163
C  -0.8348  -0.3165  -0.5291
C  -1.9814  -0.1995  0.1060
H  3.8428  0.2597  -0.1914
H  0.2648  0.1464  1.2483
H  -0.8528  -0.6310  -1.6475
H  -2.0227  0.1405  1.0876
N  1.5946  0.1475  -0.3868
F  -3.2802  -0.2575  -0.4270
S  2.8648  0.6708  0.6236

Mulliken population analysis, charges in e, atoms 1 to 2:
1. C 0.1114
2. C -0.1101

ii) C3H4FNS | ωB97M-V/def2-TZVPD

## Properties
- SMILES = F/C=C\NC=S

Positions of all 10 atoms, in Å:
C  1.6312  -0.7912  -0.0211
C  0.3540  -0.5107  0.1866
C  -1.6256  0.7304  -0.0864
H  2.0014  -1.7491  0.0197
H  -0.2783  -1.3373  0.2806
H  0.2603  1.5426  0.0487
H  -2.0296  1.7701  -0.1592
N  -0.2756  0.6781  0.1864
F  2.6214  0.1684  -0.2903
S  -2.6592  -0.5014  -0.1650

Mulliken population analysis, charges in e, atoms 1 to 2:
1. C -0.2485
2. C -0.1824

Of them, i) has the lowest stability.

i) C4H10NS | ωB97M-V/def2-TZVPD

## Properties
- charge = -1
- SMILES = CCNCC[S-]

Positions of all 16 atoms, in Å:
C  1.0033  0.2644  0.2049
N  -0.0057  -0.8129  0.0848
C  -1.1432  -0.4783  -0.7982
C  -1.9627  0.6936  -0.2982
S  -3.2340  1.3538  -1.4175
C  2.3036  -0.3869  0.6726
H  1.1418  0.6362  -0.8215
H  0.7179  1.0506  0.8920
H  -0.4855  -0.8528  0.9868
H  -1.7920  -1.3571  -0.9181
H  -0.7285  -0.2089  -1.7729
H  -1.3086  1.4975  0.0518
H  -2.4556  0.3155  0.6585
H  2.0566  -1.2213  1.3386
H  2.9524  -0.7819  -0.1190
H  2.9403  0.2884  1.2554

Mulliken population analysis, charges in e, atoms 1 to 2:
1. C -0.2872
2. N -0.4369

ii) C4H10NS | ωB97M-V/def2-TZVPD

## Properties
- charge = -1
- SMILES = CNCCC[S-]

Positions of all 16 atoms, in Å:
C  -0.3364  -0.0845  -0.7303
C  -1.1332  -0.6967  0.4008
S  -2.8084  -0.2135  0.6323
C  1.1446  -0.3257  -0.5563
N  1.9757  0.9449  -0.2948
C  3.3883  0.6144  -0.0949
H  -0.4359  1.0297  -0.8343
H  -0.6529  -0.4895  -1.7887
H  -1.1037  -1.8163  0.2674
H  -0.7716  -0.3692  1.3796
H  1.4784  -0.5768  -1.6000
H  1.4013  -1.1776  0.0819
H  1.5256  1.5663  0.3920
H  3.9058  0.3737  -0.9921
H  3.9298  1.5021  0.3606
H  3.4484  -0.2863  0.5648

Mulliken population analysis, charges in e, atoms 1 to 2:
1. C -0.4388
2. C -0.6941

iii) C4H10NS | ωB97M-V/def2-TZVPD

## Properties
- charge = -1
- SMILES = CN[C@H](C)C[S-]

Positions of all 16 atoms, in Å:
C  2.0780  0.3356  -0.0980
N  0.7837  0.5320  -0.7353
C  -0.3586  0.2678  0.1932
C  -1.6716  0.5424  -0.5653
S  -3.1891  0.6273  0.4630
C  -0.3681  -1.1153  0.7987
H  2.2257  -0.6687  0.3204
H  2.1043  1.1331  0.6479
H  2.8342  0.6070  -0.8410
H  0.5266  0.0295  -1.5726
H  -0.3266  1.1061  0.8949
H  -1.7358  -0.3308  -1.2514
H  -1.5852  1.4539  -1.1598
H  0.1814  -1.2249  1.7407
H  -1.4009  -1.3717  1.0620
H  -0.0980  -1.9233  0.1025

Mulliken population analysis, charges in e, atoms 1 to 2:
1. C -0.8478
2. N -0.4087

Of them, ii) has the lowest stability.

i) C2H2NO2S | ωB97M-V/def2-TZVPD

## Properties
- 2S+1 = 3
- charge = -1

Positions of all 8 atoms, in Å:
C  -0.7883  0.4810  -0.7784
C  0.3617  1.3242  -0.7527
N  -0.7004  1.0475  0.3491
O  1.7658  -1.5303  -0.3292
O  2.9520  0.7995  0.1787
S  1.6538  0.1915  -0.0422
H  -1.4150  -0.2104  -1.3021
H  0.9918  0.1193  1.2490

Mulliken population analysis, charges in e, atoms 1 to 2:
1. C -0.2015
2. C -0.0424

ii) C2H2NO2S | ωB97M-V/def2-TZVPD

## Properties
- 2S+1 = 3
- charge = -1

Positions of all 8 atoms, in Å:
C  1.3167  0.3296  0.3472
C  2.4709  -0.3602  -0.0429
N  2.1468  1.2310  -0.0019
O  -2.8898  -1.4572  0.2548
O  -3.5504  0.8809  -0.0237
S  -2.5218  -0.1374  -0.2709
H  0.3698  0.3370  0.6839
H  2.6579  -0.8238  -0.9465

Mulliken population analysis, charges in e, atoms 1 to 2:
1. C 0.0978
2. C -0.3224

Of them, i) has the lowest stability.

i) C2H2BrIO | ωB97M-V/def2-TZVPD

Positions of all 7 atoms, in Å:
C  -1.7731  1.6228  0.9332
C  0.3619  -1.4869  0.0470
O  -2.5067  2.0752  0.2038
Br  0.8645  -3.3269  -0.0985
I  1.9303  -0.0286  0.1868
H  -0.1561  -1.2119  0.9334
H  -0.3549  -1.2476  -0.8039

Mulliken population analysis, charges in e, atoms 1 to 2:
1. C 0.1525
2. C -0.6114

ii) C2H2BrIO | ωB97M-V/def2-TZVPD

## Properties
- SMILES = O=C(Br)CI

Positions of all 7 atoms, in Å:
C  0.7411  1.2197  1.0240
C  0.5137  0.2903  -0.2101
O  1.0607  2.3620  1.0339
Br  0.3417  0.2896  2.6636
I  0.4298  0.8522  -2.3903
H  1.3589  -0.4496  -0.3754
H  -0.2174  -0.5508  -0.2403

Mulliken population analysis, charges in e, atoms 1 to 2:
1. C 0.6423
2. C -0.9909

Of them, ii) has the lowest stability.

i) C5H12NO | ωB97M-V/def2-TZVPD

## Properties
- 2S+1 = 2
- charge = -2

Positions of all 19 atoms, in Å:
C  0.4304  -2.3099  0.6507
N  -0.1822  -1.1955  -0.0628
C  0.5569  0.0561  0.1143
C  -0.2971  1.1570  0.7944
C  -1.6092  1.5257  0.0592
O  -1.4864  2.3330  -1.0016
C  0.9861  0.5664  -1.2521
H  1.4833  -2.5375  0.4085
H  0.3225  -2.2039  1.7305
H  -0.0609  -3.2584  0.3881
H  -0.2565  -1.4404  -1.0395
H  1.4833  -0.0811  0.6767
H  0.3439  2.0501  0.8020
H  -0.5020  0.8486  1.8314
H  -2.3778  1.8520  0.8270
H  -2.0482  0.4941  -0.0794
H  0.0951  0.6960  -1.8663
H  1.4376  1.5600  -1.2260
H  1.6812  -0.1124  -1.7549

Mulliken population analysis, charges in e, atoms 1 to 2:
1. C -4.4804
2. N 0.7890

ii) C5H12NO | ωB97M-V/def2-TZVPD

## Properties
- 2S+1 = 2
- charge = -2

Positions of all 19 atoms, in Å:
C  1.0487  -0.1461  -2.1428
O  1.4180  -1.0267  -3.1018
C  -0.3907  -0.4237  -1.4958
C  -0.8066  0.6818  -0.4984
C  0.0519  0.8080  0.7937
C  0.3098  -0.5361  1.5307
N  -0.4772  -0.7250  2.7641
H  1.6547  -0.0953  -1.2100
H  1.0802  0.8892  -2.5430
H  -1.0768  -0.3935  -2.3593
H  -0.4191  -1.4629  -1.1708
H  -0.6835  1.6256  -1.0459
H  -1.8720  0.5777  -0.2721
H  -0.5068  1.4352  1.4952
H  0.9661  1.3522  0.5635
H  0.1074  -1.3534  0.8602
H  1.3541  -0.5369  1.8555
H  -1.4689  -0.6955  2.5467
H  -0.2894  0.0254  3.4305

Mulliken population analysis, charges in e, atoms 1 to 2:
1. C -0.2491
2. O -0.9437

Of them, i) has the lowest stability.

i) C3H8NO2 | ωB97M-V/def2-TZVPD

## Properties
- charge = -1
- SMILES = [O-]CNCCO

Positions of all 14 atoms, in Å:
C  0.1736  -0.2472  0.6548
C  1.3387  0.6992  0.4307
O  2.5988  0.0237  0.4615
N  -1.0799  0.3453  0.3166
C  -1.6266  -0.2188  -1.0831
O  -0.6938  -0.4244  -1.9554
H  0.3293  -0.6375  1.6749
H  0.2898  -1.1651  0.0494
H  1.1850  1.2071  -0.5272
H  1.3684  1.4640  1.2085
H  2.4748  -0.6987  -0.1236
H  -1.8192  0.2034  0.9909
H  -2.1943  -1.1430  -0.7531
H  -2.3445  0.5921  -1.3450

Mulliken population analysis, charges in e, atoms 1 to 2:
1. C -0.4992
2. C -0.4201

ii) C3H8NO2 | ωB97M-V/def2-TZVPD

## Properties
- charge = -1
- SMILES = N[C@H](C[O-])CO

Positions of all 14 atoms, in Å:
C  -1.3703  -0.4395  0.8435
O  -1.8389  0.7621  1.1192
C  0.1129  -0.2099  0.4704
C  0.2774  1.1812  -0.2351
O  1.6614  1.4652  -0.6204
N  0.8194  -1.1987  -0.5104
H  -1.1924  -1.1821  1.7481
H  -1.7185  -0.9693  -0.2331
H  0.9086  -0.2355  1.1194
H  0.0127  1.9923  0.4217
H  -0.4288  1.1641  -1.0859
H  2.0031  0.6365  -1.0580
H  0.6485  -0.9558  -1.4580
H  0.1049  -2.0106  -0.5213

Mulliken population analysis, charges in e, atoms 1 to 2:
1. C -0.2741
2. O -0.8290

iii) C3H8NO2 | ωB97M-V/def2-TZVPD

## Properties
- charge = -1

Positions of all 14 atoms, in Å:
C  -1.6457  1.0126  1.4612
O  -0.2573  0.9445  1.5493
H  -1.9784  2.0541  1.5378
H  -2.0085  0.5597  0.5323
H  -2.1295  0.4610  2.2859
C  0.0530  -0.1076  -1.7039
N  0.2841  -0.6919  -0.5318
C  1.6763  -1.1432  -0.3896
O  0.8210  0.0906  -2.6660
H  -0.9821  0.2862  -1.7736
H  0.0752  0.3691  0.7904
H  2.0659  -1.3717  -1.3874
H  1.6824  -2.0531  0.2180
H  2.3435  -0.4102  0.0773

Mulliken population analysis, charges in e, atoms 1 to 2:
1. C -0.5146
2. O -0.6213

Of them, ii) has the lowest stability.

i) C4H12NO2 | ωB97M-V/def2-TZVPD

## Properties
- charge = -1

Positions of all 19 atoms, in Å:
C  0.9076  -0.9552  -0.0164
O  1.5250  0.1807  -0.4782
C  -0.6561  -0.9717  -0.1027
C  -1.3590  -0.2384  1.0892
C  -0.8452  1.2092  1.4210
N  -0.6816  2.1192  0.2828
H  1.0855  -1.1295  1.0566
H  1.2503  -1.8350  -0.5976
H  -0.9846  -2.0073  -0.0063
H  -0.9406  -0.5458  -1.0688
H  -1.0556  -0.8410  1.9475
H  -2.4346  -0.1259  0.9262
H  -1.6117  1.6907  2.0281
H  0.1939  1.0791  1.7270
H  0.0588  1.7587  -0.3261
H  -1.5128  2.1802  -0.3048
H  1.9107  -0.1157  -1.9889
H  2.9335  -1.0172  -2.6667
O  2.2165  -0.4350  -2.9220

Mulliken population analysis, charges in e, atoms 1 to 2:
1. C -0.5702
2. O -0.9519

ii) C4H12NO2 | ωB97M-V/def2-TZVPD

## Properties
- charge = -1

Positions of all 19 atoms, in Å:
C  -0.7805  1.9378  1.3940
O  0.3954  2.1226  1.7456
C  -1.4075  0.5183  1.7506
C  -0.8976  -0.5387  0.7160
C  0.5733  -1.1001  0.8262
N  1.6927  -0.1486  1.0252
H  -1.6125  2.6347  1.8716
H  -0.9348  2.2948  0.3328
H  -0.9354  0.4007  2.6673
H  -2.4582  0.6986  1.7901
H  -1.4830  -1.3803  0.3795
H  -0.8752  0.0323  -0.2541
H  0.8844  -1.6062  -0.1159
H  0.6160  -1.8516  1.7079
H  1.9559  0.0915  2.0229
H  1.4270  0.8059  0.7533
H  0.6088  -1.4473  -6.6150
H  1.6997  -1.8843  -5.5494
O  1.5316  -1.5801  -6.4485

Mulliken population analysis, charges in e, atoms 1 to 2:
1. C -0.7080
2. O -0.8297

Of them, ii) has the lowest stability.

i) C4H12NO2 | ωB97M-V/def2-TZVPD

## Properties
- charge = -1

Positions of all 19 atoms, in Å:
C  0.9997  -2.1493  -1.0016
O  0.5052  -2.3560  0.2476
C  0.4858  -0.8320  -1.6991
C  0.0084  0.2641  -0.7366
C  1.1038  0.9766  0.0606
N  1.6552  0.1991  1.2020
H  2.1205  -2.0863  -1.0049
H  0.7326  -2.9895  -1.6881
H  1.3070  -0.4347  -2.3229
H  -0.3504  -1.0982  -2.3411
H  -0.4650  1.0333  -1.3241
H  -0.6540  -0.2139  -0.0084
H  0.6902  1.8750  0.5236
H  1.9658  1.2635  -0.5650
H  1.3732  -0.7897  1.0910
H  1.2727  0.5553  2.0667
H  -4.8744  2.6123  2.2017
H  -3.4837  2.1187  2.4804
O  -4.3926  2.0518  2.8183

Mulliken population analysis, charges in e, atoms 1 to 2:
1. C -0.5759
2. O -0.9218

ii) C4H12NO2 | ωB97M-V/def2-TZVPD

## Properties
- charge = -1

Positions of all 19 atoms, in Å:
C  0.2243  0.6877  -1.0995
N  -0.7281  -0.3929  -0.7846
C  -2.1792  -0.0858  -0.4773
O  -2.4308  0.2023  0.7822
C  1.7006  0.4928  -0.6589
C  1.7909  0.1935  0.7847
H  -0.0890  1.6969  -0.7428
H  0.2220  0.6206  -2.2718
H  -0.2973  -1.0318  -0.0830
H  -2.6458  -0.9506  -0.6329
H  -2.4698  0.6222  -1.2439
H  2.0294  -0.3635  -1.3862
H  2.1360  1.5259  -0.9210
H  0.8652  0.1202  1.3542
H  2.3322  0.9276  1.2603
H  2.2506  -0.6977  0.9512
H  -0.0758  -1.1487  1.7661
H  -1.6956  -0.9128  1.5809
O  -0.9397  -1.5059  1.8222

Mulliken population analysis, charges in e, atoms 1 to 2:
1. C -0.6125
2. N -0.3627

iii) C4H12NO2 | ωB97M-V/def2-TZVPD

## Properties
- charge = -1

Positions of all 19 atoms, in Å:
C  -2.0156  1.4226  -1.7678
C  -1.1670  0.6270  -0.9099
C  0.2967  0.8807  -1.3928
C  1.4004  0.0970  -0.4595
O  2.3608  0.9616  -0.0277
N  -1.6252  -0.7761  -0.6449
H  -2.0592  2.6097  -1.7420
H  -3.0993  1.1493  -1.7007
H  -1.5744  1.3612  -2.8264
H  -1.1439  0.9846  0.1561
H  0.5500  1.9204  -1.4310
H  0.4012  0.3879  -2.3653
H  1.9532  -0.5735  -1.0990
H  0.8426  -0.2538  0.3064
H  -1.0534  -1.1483  0.1443
H  -1.5619  -1.2829  -1.4247
H  1.0529  -1.8661  3.8569
H  1.5246  -3.1626  4.5192
O  0.6962  -2.5686  4.4403

Mulliken population analysis, charges in e, atoms 1 to 2:
1. C -1.3298
2. C 0.4257

Of them, iii) has the lowest stability.

i) C4H12NO2 | ωB97M-V/def2-TZVPD

## Properties
- charge = -1

Positions of all 19 atoms, in Å:
C  -0.9436  0.9987  1.2239
N  0.0139  2.0052  0.0070
C  0.8312  1.1966  -0.8678
O  1.7976  0.3082  -0.3363
C  -1.6168  -0.3836  1.1346
C  -1.4054  -1.0264  -0.2423
H  -0.0212  0.8672  1.7738
H  -1.4524  1.7072  1.8321
H  -1.0262  1.5139  0.0399
H  0.3046  0.6896  -1.6662
H  1.4413  1.9620  -1.3904
H  -2.6706  -0.3377  1.3970
H  -1.1134  -0.9522  1.8858
H  -2.1384  -1.8154  -0.3946
H  -1.4836  -0.2692  -1.0095
H  -0.3587  -1.3377  -0.2464
H  1.5194  -0.6506  -0.3779
H  1.9182  -2.7037  -1.0737
O  1.0853  -2.4743  -0.6590

Mulliken population analysis, charges in e, atoms 1 to 2:
1. C -0.8895
2. N -0.5389

ii) C4H12NO2 | ωB97M-V/def2-TZVPD

## Properties
- charge = -1

Positions of all 19 atoms, in Å:
C  0.4521  0.3340  -2.0173
N  -0.1200  1.5067  -1.3086
C  -1.1596  1.1976  -0.3079
C  -0.6134  0.3616  0.9147
C  -0.6642  -1.1911  0.5018
O  0.5908  -1.7229  0.4510
H  -0.2919  -0.4634  -2.0487
H  1.2513  -0.1382  -1.4409
H  0.7972  0.6314  -3.0132
H  0.6441  1.9226  -0.7887
H  -1.9115  0.6152  -0.8223
H  -1.5653  2.1109  0.1072
H  0.3866  0.7607  1.0799
H  -1.2565  0.3709  1.7835
H  -1.2304  -1.6978  1.3642
H  -1.3141  -1.3818  -0.3771
H  1.6035  -1.1471  1.2533
H  2.1141  -1.3469  2.6920
O  2.2871  -0.7225  1.9768

Mulliken population analysis, charges in e, atoms 1 to 2:
1. C -0.6963
2. N -0.4685

Of them, i) has the lowest stability.

i) C4H12NO2 | ωB97M-V/def2-TZVPD

## Properties
- charge = -1

Positions of all 19 atoms, in Å:
C  0.4065  2.0588  -0.4565
O  1.2722  2.2315  -1.4747
C  0.0937  0.5268  -0.2358
C  -0.8267  0.3481  0.9809
C  -1.2810  -1.1020  1.2063
N  1.3361  -0.2159  -0.2809
H  -0.5966  2.5564  -0.6224
H  0.7755  2.5475  0.4979
H  -0.4914  0.3299  -1.1448
H  -1.6622  1.0367  0.9229
H  -0.1734  0.5842  1.8309
H  -2.2772  -1.3557  0.8300
H  -0.6355  -1.8080  0.6796
H  -1.2368  -1.4952  2.2290
H  1.7348  -0.1395  0.6564
H  1.9190  0.4266  -0.8163
H  0.3097  -1.8675  -2.2450
H  0.7268  -2.0864  -0.8683
O  0.6066  -2.5763  -1.6893

Mulliken population analysis, charges in e, atoms 1 to 2:
1. C -0.7417
2. O -0.9068

ii) C4H12NO2 | ωB97M-V/def2-TZVPD

## Properties
- charge = -1

Positions of all 19 atoms, in Å:
C  1.4642  -0.2372  1.3478
O  2.3673  -0.9341  0.5917
C  0.0898  -0.2002  0.6613
C  -0.8737  0.6519  1.4343
C  -2.2834  0.7658  0.8276
N  0.3203  0.1837  -0.7673
H  1.3126  -0.6635  2.3699
H  1.8537  0.8063  1.4550
H  -0.3095  -1.2125  0.5968
H  -0.9900  0.1950  2.4220
H  -0.5605  1.6884  1.6211
H  -2.7142  -0.1920  0.6657
H  -2.2485  1.3245  -0.1110
H  -2.9634  1.3816  1.4187
H  0.2491  1.2032  -0.7860
H  1.3414  -0.0283  -0.7931
H  -0.1778  -0.0675  -3.8958
H  -0.5182  -0.2185  -2.3957
O  -0.7983  -0.5003  -3.3061

Mulliken population analysis, charges in e, atoms 1 to 2:
1. C -0.6992
2. O -0.9185

Of them, i) has the lowest stability.